A single C2H2O3S molecule, computed with ωB97M-V with the def2-TZVPD basis set.

Each line ends with the Mulliken charge.
Geometry (Å):
S  -1.7556  -0.3904  -0.0593  -0.175
O  -0.1499  1.6642  0.0659  -0.505
O  0.9975  -1.5708  0.0831  -0.485
O  2.1254  0.3559  -0.0866  -0.468
C  1.0434  -0.3885  0.0296  0.396
C  -0.2146  0.4969  0.0119  0.686
H  -2.4330  0.7023  0.3105  0.162
H  1.7662  1.2994  -0.1091  0.390

The HOMO energy comes out at -0.386 Eh. The calculation puts the HOMO-LUMO gap at 10.09 eV. The calculation puts the molar mass at 106.10 g/mol. The net charge is 0. As for the spin multiplicity: 1. As for the energy above the lowest of the compared OMol25 structures with the same formula, charge and spin: 38.96 kJ/mol. The value obtained for the LUMO energy is -0.41 eV. The structure (SMILES) is O=C(O)C(=O)S.

A molecular structure, C2H2O3S, computed with ωB97M-V with the def2-TZVPD basis set.

Each line ends with the Mulliken charge.
Geometry (Å):
S  2.4775  -0.0581  0.1216  0.773
O  0.4106  0.8018  0.5733  -0.363
O  2.1102  -1.3860  0.5195  -0.412
O  2.6210  0.1828  -1.2949  -0.420
C  -0.6224  0.4921  0.1769  0.710
C  -2.0918  0.2762  0.0082  -0.826
H  -2.7785  0.3759  -0.6977  0.359
H  -2.1267  -0.6847  0.5931  0.179

The HOMO energy comes out at -0.356 Eh. The calculation puts the HOMO-LUMO gap at 9.28 eV. The calculation puts the molar mass at 106.10 g/mol. The net charge is 0. As for the spin multiplicity: 1. As for the energy above the lowest of the compared OMol25 structures with the same formula, charge and spin: 339.74 kJ/mol. The value obtained for the LUMO energy is -0.39 eV.

A single C2H2O3S molecule, computed with ωB97M-V with the def2-TZVPD basis set.

Each line ends with the Mulliken charge.
Geometry (Å):
S  1.9710  -0.0059  0.3490  0.665
O  2.7844  0.0259  -0.8104  -0.400
O  0.6214  1.0563  0.1822  -0.355
O  0.6192  -1.0706  0.1564  -0.359
C  -0.2473  -0.0076  0.1069  0.693
C  -1.5584  -0.0032  0.0312  -0.797
H  -2.1031  -0.9237  -0.0219  0.278
H  -2.0872  0.9287  0.0066  0.275

The HOMO energy comes out at -0.349 Eh. The calculation puts the HOMO-LUMO gap at 9.41 eV. The calculation puts the molar mass at 106.10 g/mol. The net charge is 0. As for the spin multiplicity: 1. As for the energy above the lowest of the compared OMol25 structures with the same formula, charge and spin: 231.34 kJ/mol. The value obtained for the LUMO energy is -0.09 eV.

2 unconnected molecules or ions with the total composition C2H2O3S, computed with ωB97M-V with the def2-TZVPD basis set.

Each line ends with the Mulliken charge.
Geometry (Å):
S  2.1778  -1.3253  0.3633  -0.137
O  0.7247  1.0219  -0.4294  -0.635
O  3.6362  2.3449  -0.1936  -0.244
O  3.1496  0.1119  0.0320  -0.248
C  0.1658  -0.1339  -0.3950  -0.202
C  3.2046  1.2964  -0.0745  0.837
H  0.1900  -0.7520  -1.3149  0.296
H  -0.4326  -0.6474  0.3131  0.332

The HOMO energy comes out at -0.335 Eh. The calculation puts the HOMO-LUMO gap at 8.73 eV. The calculation puts the molar mass at 106.10 g/mol. The net charge is 0. As for the spin multiplicity: 1. As for the energy above the lowest of the compared OMol25 structures with the same formula, charge and spin: 422.93 kJ/mol. The value obtained for the LUMO energy is -0.37 eV.

Please write out number 3 again, unchanged.
A single C2H2O3S molecule, computed with ωB97M-V with the def2-TZVPD basis set.

Each line ends with the Mulliken charge.
Geometry (Å):
S  1.9710  -0.0059  0.3490  0.665
O  2.7844  0.0259  -0.8104  -0.400
O  0.6214  1.0563  0.1822  -0.355
O  0.6192  -1.0706  0.1564  -0.359
C  -0.2473  -0.0076  0.1069  0.693
C  -1.5584  -0.0032  0.0312  -0.797
H  -2.1031  -0.9237  -0.0219  0.278
H  -2.0872  0.9287  0.0066  0.275

The HOMO energy comes out at -0.349 Eh. The calculation puts the HOMO-LUMO gap at 9.41 eV. The calculation puts the molar mass at 106.10 g/mol. The net charge is 0. As for the spin multiplicity: 1. As for the energy above the lowest of the compared OMol25 structures with the same formula, charge and spin: 231.34 kJ/mol. The value obtained for the LUMO energy is -0.09 eV.